# 1
{
  "formula": "C22H70N2O13",
  "method": "the ωB97M-V functional and the def2-TZVPD basis",
  "total_charge": 0,
  "lumo_energy_ev": -0.02,
  "orbital_gap_ev": 9.149,
  "homo_energy_ev": -9.165,
  "species": ["C", "C", "O", "H", "H", "H", "H", "H", "H", "C", "C", "O", "H", "H", "H", "H", "H", "H", "C", "C", "O", "H", "H", "H", "H", "H", "H", "C", "C", "O", "H", "H", "H", "H", "H", "H", "C", "C", "O", "H", "H", "H", "H", "H", "H", "C", "C", "O", "H", "H", "H", "H", "H", "H", "C", "C", "O", "H", "H", "H", "H", "H", "H", "C", "C", "O", "H", "H", "H", "H", "H", "H", "C", "C", "O", "H", "H", "H", "H", "H", "H", "C", "O", "N", "N", "H", "H", "H", "H", "C", "O", "H", "H", "H", "H", "C", "O", "H", "H", "H", "H", "C", "O", "H", "H", "H", "H"],
  "coordinates": [[3.4714, 3.3779, -0.7909], [3.9044, 4.5079, 0.1281], [4.9684, 4.1329, 0.9571], [2.8104, 2.6499, -0.3849], [4.3594, 2.7709, -0.9709], [2.9974, 3.6739, -1.6919], [3.1374, 4.9209, 0.7551], [4.2414, 5.3359, -0.5149], [4.6004, 3.4139, 1.4741], [-3.2296, 2.4469, -1.5479], [-3.4996, 2.4119, -0.0459], [-4.7636, 1.8459, 0.1261], [-3.2506, 1.4479, -2.0359], [-2.3886, 2.9619, -1.9439], [-3.9886, 3.0309, -2.0099], [-3.5246, 3.3919, 0.2981], [-2.7996, 1.8609, 0.5041], [-4.6146, 0.9139, 0.0181], [-0.1586, 0.1659, 0.0241], [0.1304, -1.1631, -0.6659], [-0.9326, -2.1261, -0.5149], [0.6414, 0.8929, -0.1409], [-0.2206, 0.0539, 1.1591], [-1.1106, 0.5859, -0.3209], [1.0544, -1.5791, -0.3769], [0.3424, -1.0371, -1.7159], [-0.8056, -2.8921, -1.1049], [1.4734, 1.5439, -2.9219], [0.3824, 2.4669, -3.3829], [0.8994, 3.7609, -3.3339], [2.3974, 1.6799, -3.4549], [1.2174, 0.4849, -2.9599], [1.7264, 1.7769, -1.9029], [-0.3956, 2.4189, -2.6799], [0.0564, 2.1529, -4.4219], [0.1934, 4.3449, -3.0369], [2.4274, 2.1239, 2.7041], [3.7864, 1.9109, 3.3751], [4.4074, 3.2089, 3.4531], [1.8474, 1.2249, 2.8961], [2.5164, 2.3029, 1.6441], [1.8464, 2.9759, 3.0701], [4.4524, 1.1799, 2.8551], [3.7304, 1.4929, 4.4031], [3.7894, 3.7989, 3.9291], [-4.5786, -2.6751, -1.1519], [-4.5376, -1.1811, -1.1599], [-3.4846, -0.6661, -0.3319], [-4.8646, -3.0751, -0.1699], [-3.6616, -3.1511, -1.4969], [-5.3706, -2.9881, -1.8369], [-5.5466, -0.8981, -0.7369], [-4.4176, -0.7871, -2.1369], [-2.7026, -1.2131, -0.4689], [0.3904, 4.2319, 0.1381], [-0.9826, 4.6379, 0.6621], [-0.8986, 5.8089, 1.4911], [1.1514, 4.0759, 0.9071], [0.8294, 4.9939, -0.5459], [0.2494, 3.2489, -0.4429], [-1.4026, 3.8579, 1.2801], [-1.6956, 4.7579, -0.0979], [-1.8006, 6.1129, 1.6151], [2.4004, -5.9661, 2.3481], [1.1614, -5.4691, 1.6051], [1.4644, -4.6261, 0.5071], [3.0394, -6.5461, 1.7331], [2.1614, -6.4311, 3.3061], [3.0894, -5.2471, 2.6631], [0.6014, -4.9581, 2.3311], [0.4354, -6.2181, 1.2791], [1.9174, -3.8981, 0.8351], [3.5114, -0.6731, 0.1781], [2.9004, -1.1001, 1.4861], [2.8084, -2.5581, 1.4841], [3.6064, 0.4269, 0.1021], [2.9104, -0.9461, -0.6979], [4.4484, -1.1971, 0.0701], [1.8794, -0.7861, 1.7021], [3.4684, -0.8111, 2.3441], [2.4474, -2.7001, 2.3961], [-1.2676, -5.0041, -2.0269], [-1.6966, -6.0991, -1.2729], [-0.1716, -4.3281, -1.7669], [-1.8846, -4.6811, -3.1859], [0.3754, -4.5701, -0.8849], [0.2794, -3.6401, -2.3839], [-2.7276, -5.2671, -3.4319], [-1.8866, -3.7161, -3.5479], [-2.3986, 0.8679, 2.9551], [-1.1376, 1.4329, 2.9611], [-2.5256, 0.1429, 2.1931], [-3.0456, 1.7089, 2.8271], [-2.6846, 0.2759, 3.8001], [-0.6756, 0.8479, 3.5761], [-1.7756, -0.6461, -3.8759], [-1.3526, -1.9561, -4.1219], [-2.0816, -0.5821, -2.8729], [-2.6956, -0.4431, -4.4459], [-0.9426, 0.0089, -4.0249], [-0.5526, -1.9291, -4.6999], [-1.5836, -2.9091, 2.5421], [-0.2876, -2.4771, 2.2031], [-2.3546, -2.1661, 2.7271], [-1.5796, -3.4201, 3.5361], [-2.0746, -3.5861, 1.7941], [-0.3286, -2.0951, 1.3311]],
  "lowdin_charge": [-0.092, -0.314, -0.070, 0.008, 0.092, 0.051, 0.090, 0.123, 0.032, -0.054, -0.319, -0.050, 0.071, 0.034, 0.069, 0.084, 0.058, 0.025, -0.034, -0.276, -0.108, 0.060, 0.081, 0.069, 0.065, 0.085, 0.026, -0.082, -0.335, -0.061, 0.085, 0.058, 0.027, 0.064, 0.128, 0.087, -0.075, -0.277, -0.103, 0.057, 0.039, 0.090, 0.115, 0.115, 0.107, -0.076, -0.301, -0.110, 0.091, 0.057, 0.083, 0.139, 0.087, 0.040, -0.059, -0.302, -0.066, 0.045, 0.092, 0.086, 0.091, 0.081, 0.078, -0.062, -0.266, -0.077, 0.064, 0.084, 0.040, 0.074, 0.127, -0.011, -0.046, -0.273, -0.108, 0.073, 0.068, 0.084, 0.084, 0.095, 0.113, -0.581, -0.137, 0.131, 0.136, 0.115, 0.135, 0.141, 0.064, -0.181, -0.110, 0.045, 0.083, 0.083, 0.082, -0.129, -0.139, 0.042, 0.102, 0.062, 0.119, -0.161, -0.120, 0.053, 0.091, 0.098, 0.011]
}

=====

# 2
{
  "formula": "C5H9NO",
  "method": "the ωB97M-V functional and the def2-TZVPD basis",
  "smiles": "C=C(CO)CC#N.[H][H]",
  "total_charge": 0,
  "lumo_energy_ev": 0.77,
  "orbital_gap_ev": 11.101,
  "homo_energy_ev": -10.333,
  "species": ["C", "C", "C", "C", "O", "C", "N", "H", "H", "H", "H", "H", "H", "H", "H", "H"],
  "coordinates": [[-1.1664, 0.1153, 0.4596], [-0.0976, 0.5012, -0.5423], [-0.4010, 0.8755, -1.7808], [1.3233, 0.4154, -0.0438], [1.5889, -0.8763, 0.4863], [-1.0852, 0.9322, 1.6784], [-0.9769, 1.5803, 2.6306], [-0.3828, -3.1986, -0.1858], [-1.0318, -0.9330, 0.7500], [-2.1662, 0.2163, 0.0270], [-1.4299, 0.9599, -2.1217], [0.1721, -2.7031, -0.1334], [0.3763, 1.1120, -2.5033], [2.0164, 0.6125, -0.8698], [1.4880, 1.1873, 0.7210], [1.7729, -0.7969, 1.4281]],
  "nbo_charge": [-0.554, 0.005, -0.365, -0.105, -0.725, 0.289, -0.331, -0.023, 0.274, 0.256, 0.201, 0.018, 0.205, 0.185, 0.189, 0.481]
}

=====

# 3
{
  "formula": "C24H33ClN2O2",
  "method": "the ωB97M-V functional and the def2-TZVPD basis",
  "smiles": "COc1cccc(CN(C)C[C@H]2CCCN(CCc3ccc(Cl)cc3)C2)c1OC",
  "total_charge": 0,
  "lumo_energy_ev": 0.74,
  "orbital_gap_ev": 8.802,
  "homo_energy_ev": -8.059,
  "species": ["C", "O", "C", "C", "C", "C", "C", "C", "O", "C", "H", "H", "H", "C", "N", "C", "H", "H", "H", "C", "C", "C", "C", "C", "N", "C", "H", "C", "C", "C", "C", "C", "C", "C", "H", "H", "Cl", "H", "H", "H", "H", "H", "C", "H", "H", "H", "H", "H", "H", "H", "H", "H", "H", "H", "H", "H", "H", "H", "H", "H", "H", "H"],
  "coordinates": [[-4.9427, -2.2941, 1.2936], [-4.1327, -1.1680, 1.5167], [-3.9577, -0.2707, 0.4932], [-4.6483, -0.3488, -0.7086], [-4.4734, 0.6122, -1.6876], [-3.5954, 1.6547, -1.4793], [-2.8647, 1.7436, -0.3014], [-3.0429, 0.7805, 0.6975], [-2.3395, 0.9748, 1.8589], [-1.8937, -0.1380, 2.6013], [-2.6881, -0.5595, 3.2205], [-1.4896, -0.9187, 1.9509], [-1.0959, 0.2406, 3.2419], [-1.8398, 2.8468, -0.1394], [-0.5062, 2.5190, -0.6376], [-0.5042, 2.2240, -2.0551], [0.5228, 2.1917, -2.4135], [-1.0210, 3.0242, -2.5827], [-0.9925, 1.2683, -2.2980], [0.1231, 1.4773, 0.1531], [1.6085, 1.2802, -0.1434], [2.4427, 2.5519, -0.0244], [3.8985, 2.2097, -0.3359], [4.3971, 1.0612, 0.5435], [3.5311, -0.0892, 0.3816], [4.0274, -1.3392, 0.9199], [3.5485, -1.5842, 1.8797], [3.7883, -2.4960, -0.0783], [2.3402, -2.5897, -0.4504], [1.8653, -1.9456, -1.5872], [0.5129, -1.9043, -1.8718], [-0.3792, -2.5227, -1.0117], [0.0721, -3.2057, 0.1060], [1.4284, -3.2363, 0.3773], [1.7796, -3.7549, 1.2578], [-0.6316, -3.6966, 0.7604], [-2.0792, -2.4289, -1.3335], [0.1490, -1.3872, -2.7462], [2.5632, -1.4501, -2.2442], [4.1284, -3.4252, 0.3825], [4.3842, -2.3055, -0.9708], [5.1036, -1.2622, 1.0956], [2.1907, 0.2459, 0.8178], [1.5727, -0.6509, 0.8165], [2.1928, 0.6544, 1.8465], [5.4103, 0.7848, 0.2400], [4.4330, 1.3985, 1.5970], [3.9783, 1.9043, -1.3806], [4.5371, 3.0819, -0.1846], [2.0727, 3.3157, -0.7080], [2.3606, 2.9446, 0.9914], [1.7271, 0.8744, -1.1514], [0.0105, 1.7601, 1.2020], [-0.3756, 0.5015, 0.0058], [-2.1776, 3.7315, -0.6869], [-1.7429, 3.1060, 0.9158], [-3.4686, 2.4125, -2.2376], [-5.0305, 0.5404, -2.6095], [-5.3426, -1.1546, -0.8838], [-4.8765, -2.8854, 2.2063], [-5.9875, -2.0147, 1.1225], [-4.5808, -2.8902, 0.4497]],
  "nbo_charge": [-0.249, -0.512, 0.237, -0.293, -0.212, -0.217, -0.089, 0.318, -0.530, -0.242, 0.191, 0.177, 0.184, -0.233, -0.433, -0.420, 0.197, 0.198, 0.174, -0.212, -0.232, -0.394, -0.400, -0.206, -0.473, -0.195, 0.172, -0.423, -0.027, -0.139, -0.255, -0.038, -0.241, -0.204, 0.213, 0.226, 0.000, 0.229, 0.213, 0.210, 0.212, 0.200, -0.214, 0.217, 0.162, 0.197, 0.156, 0.198, 0.206, 0.219, 0.193, 0.202, 0.201, 0.167, 0.199, 0.218, 0.209, 0.212, 0.219, 0.198, 0.176, 0.181]
}

=====

# 4
{
  "formula": "C11H12N2O4P",
  "method": "the ωB97M-V functional and the def2-TZVPD basis",
  "total_charge": 1,
  "lumo_energy_ev": -4.93,
  "orbital_gap_ev": 7.117,
  "homo_energy_ev": -12.047,
  "species": ["O", "C", "O", "C", "C", "C", "N", "C", "P", "O", "O", "C", "H", "H", "H", "H", "H", "H", "H", "N", "C", "C", "C", "C", "C", "H", "H", "H", "H", "H"],
  "coordinates": [[-1.2651, 2.9971, 3.1212], [-1.7624, 1.9423, 2.8559], [-3.0116, 1.8093, 2.3972], [-0.9433, 0.6888, 3.0556], [-0.8246, 0.1716, 4.3495], [-0.0545, -0.9369, 4.5339], [0.5847, -1.5001, 3.4888], [0.5121, -1.0295, 2.2266], [1.5030, -1.7232, 0.8211], [0.4545, -1.6034, -0.3857], [1.5382, -3.3210, 1.0490], [-0.2758, 0.0865, 2.0003], [-3.2302, 0.8838, 2.2257], [-1.3124, 0.6238, 5.1993], [0.0692, -1.3972, 5.5023], [1.1588, -2.3110, 3.6755], [0.6555, -0.7849, -0.8742], [1.4863, -3.6388, 1.9553], [-0.3627, 0.4887, 0.9998], [0.0514, 0.8977, -2.8398], [-0.1009, -0.2388, -3.5196], [0.2417, -0.4047, -4.8500], [0.7646, 0.6869, -5.5252], [0.9274, 1.8811, -4.8393], [0.5630, 1.9355, -3.5028], [-0.5258, -1.0600, -2.9504], [0.1019, -1.3578, -5.3398], [1.0436, 0.6083, -6.5675], [1.3324, 2.7555, -5.3286], [0.6809, 2.8505, -2.9342]],
  "nbo_charge": [-0.486, 0.750, -0.624, -0.005, -0.222, 0.089, -0.433, -0.078, 1.401, -0.963, -0.955, -0.221, 0.496, 0.271, 0.251, 0.429, 0.530, 0.497, 0.266, -0.471, 0.017, -0.252, -0.151, -0.249, 0.036, 0.188, 0.231, 0.228, 0.231, 0.198]
}

=====

# 5
{
  "formula": "C3H7NOSi",
  "method": "the ωB97M-V functional and the def2-TZVPD basis",
  "smiles": "C=C/C=N/O[SiH3]",
  "total_charge": 0,
  "lumo_energy_ev": 0.70,
  "orbital_gap_ev": 10.033,
  "homo_energy_ev": -9.333,
  "species": ["C", "C", "C", "N", "O", "Si", "H", "H", "H", "H", "H", "H", "H"],
  "coordinates": [[-0.5945, -2.0445, 2.3019], [0.0944, -0.9914, 1.9056], [-0.2825, -0.5578, 0.5249], [0.3227, 0.4572, 0.0049], [0.0503, 0.6994, -1.3866], [0.5303, 1.9584, -2.4152], [-0.6883, -2.1626, 3.3287], [-1.1078, -2.7164, 1.5693], [0.6519, -0.1616, 2.3915], [-1.0141, -1.1900, 0.0547], [0.0979, 3.2796, -2.0439], [-0.0280, 1.0767, -3.5660], [1.9675, 2.3529, -2.6698]],
  "nbo_charge": [-0.357, -0.231, 0.030, -0.121, -0.762, 1.190, 0.202, 0.205, 0.237, 0.177, -0.204, -0.160, -0.206]
}

=====

# 6
{
  "formula": "C3H5ClOS",
  "method": "the ωB97M-V functional and the def2-TZVPD basis",
  "smiles": "O[C@@H]1[C@H](S)[C@H]1Cl",
  "total_charge": 0,
  "lumo_energy_ev": 0.60,
  "orbital_gap_ev": 9.975,
  "homo_energy_ev": -9.373,
  "species": ["C", "C", "C", "H", "H", "H", "H", "H", "O", "S", "Cl"],
  "coordinates": [[0.1434, -0.5057, 0.5970], [-0.1545, 0.9326, 0.3792], [-0.8921, -0.1637, -0.4062], [1.3562, -2.0619, -0.8244], [-0.1968, -0.9559, 1.5314], [-0.7585, 1.3890, 1.1713], [1.3630, 1.3986, -0.6855], [-0.7146, -0.2563, -1.4753], [0.6605, 1.8628, -0.2063], [1.7676, -1.0708, -0.0367], [-2.5741, -0.5689, -0.0445]],
  "nbo_charge": [-0.388, 0.099, -0.268, 0.135, 0.249, 0.203, 0.482, 0.237, -0.676, -0.038, -0.035]
}

=====

Molecular weight per entry: 570.8 99.1 417.0 267.2 101.2 124.6 g/mol
Calculated total energy per entry: -1967.629260 -325.839641 -1654.479230 -1177.987145 -537.877160 -1050.883100 hartree